74
Properties=species:S:1:pos:R:3:forces:R:3 method="wB97M-V/def2-TZVPD" lumo_energy_ha="-0.3986 / -0.5437" relative_energy_kcal_mol=1.7 charge=+4 multiplicity=6 homo_lumo_gap_ev="8.95 / 5.17" s_squared=8.7808
Ir 0.17582 0.96492 0.32559 0.6051 -1.0899 1.2879
P 2.34356 1.05999 1.15192 2.6188 0.1789 0.7959
P -1.86454 1.93870 0.35289 -1.8390 1.3436 0.2553
P 0.70693 1.48244 -1.83943 0.4427 0.4163 -1.6867
H 0.62804 -4.55260 1.01475 0.1122 0.0623 -0.4420
C 0.94188 -4.08500 0.07484 0.3031 0.2933 0.0526
C 2.17977 -3.59947 -0.07726 -0.4915 0.1347 0.2083
H 2.91156 -3.65976 0.73475 -0.1720 -0.0616 -0.3979
C 2.57294 0.00267 2.62185 -0.4033 -0.0359 0.2077
C 2.94288 2.71318 1.67542 -0.4102 -0.1539 -0.0842
C 3.68002 0.43555 0.07224 -0.2252 -0.0453 -0.3294
C -3.17770 0.86853 -0.31975 -0.0018 -0.1336 0.0117
C -2.37802 2.33285 2.05358 0.0670 -0.0785 0.0720
C -1.98626 3.53607 -0.51412 0.0968 -0.0499 -0.0666
C 1.89085 0.39486 -2.70163 0.1771 -0.2574 -0.0457
C 1.51093 3.12901 -1.77639 0.0277 0.0348 0.1854
C -0.64015 1.69703 -3.05754 -0.2934 -0.1408 -0.0042
H 0.19081 -4.03609 -0.72256 0.2656 -0.1659 0.2480
H 2.49869 -3.10568 -1.00153 0.0342 -0.2926 0.2402
H 2.45303 -1.05417 2.34574 0.0809 0.2631 -0.0331
H 1.83869 0.26390 3.39371 0.2854 0.0551 -0.1249
H 3.58452 0.15662 3.02475 -0.2507 0.0566 -0.1798
H 2.19619 3.17812 2.33148 0.2462 -0.0349 -0.0796
H 3.09518 3.35687 0.79956 0.0284 -0.1377 0.2390
H 3.88588 2.60451 2.22891 -0.1768 -0.0208 -0.2363
H 3.38755 -0.51507 -0.38718 0.1035 0.1444 0.0939
H 4.58068 0.26322 0.67777 -0.2409 0.1392 -0.0140
H 3.92246 1.16372 -0.70985 -0.0182 -0.1534 0.1813
H -4.14147 1.38049 -0.18524 0.1821 -0.0971 -0.1116
H -3.20143 -0.09245 0.21165 0.0080 0.3344 -0.1780
H -3.01663 0.66050 -1.38382 -0.1563 0.1032 0.2379
H -3.22346 3.03268 2.01837 0.1503 -0.1738 0.0242
H -1.53828 2.80293 2.57940 -0.2685 0.0044 -0.0583
H -2.67081 1.41905 2.58726 0.1013 0.4443 -0.2076
H -2.82332 4.09557 -0.07574 0.1663 -0.0960 -0.1753
H -2.16573 3.40011 -1.58635 0.0052 0.0563 0.2626
H -1.06499 4.11428 -0.37449 -0.2445 -0.0429 0.0228
H 1.59217 0.31341 -3.75362 0.1508 0.0944 0.1830
H 1.87958 -0.61585 -2.27455 0.1825 0.2850 -0.0755
H 2.90341 0.81154 -2.65089 -0.2595 -0.1866 -0.0352
H 1.13351 3.72805 -2.61372 0.1613 -0.0602 0.1835
H 2.59661 3.01616 -1.87730 -0.2094 0.0524 0.0680
H 1.28700 3.64775 -0.83712 0.0531 0.0142 -0.2342
H -0.45291 1.04338 -3.91633 -0.0311 0.2197 0.1053
H -0.65391 2.74046 -3.39838 -0.1003 -0.3110 0.0328
H -1.61846 1.43169 -2.64594 0.1790 0.1671 -0.1509
C -0.52777 -2.20437 -3.41512 -0.0496 -0.2683 -0.2711
C -1.43935 -1.97234 -4.48297 -0.3990 -0.0155 -0.8782
C -1.26782 -2.61561 -5.70260 -0.7288 0.8695 0.7109
C -0.20277 -3.51080 -5.88996 0.0398 -0.1405 -0.1776
C 0.70219 -3.75276 -4.84314 0.4292 0.2458 1.3189
C 0.53732 -3.12245 -3.61455 0.6632 -0.7298 -0.4506
S -0.71673 -1.42245 -1.92577 -0.2738 -0.7771 -0.7484
H 0.47548 2.16495 1.35793 -0.4974 0.1442 0.2179
H -2.26644 -1.28919 -4.30226 0.0375 -0.1600 -0.3064
H -1.97119 -2.42385 -6.51478 0.1828 -0.0753 0.2501
H -0.08648 -4.03159 -6.84026 -0.0188 0.1314 0.1778
H 1.53784 -4.43954 -4.98118 -0.2598 0.1356 0.0225
H 1.19781 -3.32338 -2.77136 0.0118 -0.1090 -0.3682
S -0.37263 -1.16338 1.17567 0.2752 -0.1456 -0.9621
C -1.06424 -0.98409 2.75365 -1.0751 0.3011 2.4222
N -2.39311 -0.76819 2.89044 1.2485 -0.8756 -0.8187
C -3.02717 -0.85751 4.21137 -0.2344 -0.0893 0.2390
C -2.11377 -0.17716 5.20617 -0.0987 0.3789 0.2560
C -0.74983 -0.83087 5.21502 -0.1430 -0.3997 0.7327
N -0.30530 -1.10131 3.84657 -0.1945 0.1309 -1.5821
H -2.94532 -1.01950 2.07467 0.0634 0.2269 0.2508
H -3.17992 -1.91360 4.47252 -0.0351 0.1874 -0.0788
H -4.00120 -0.36558 4.15240 0.1295 -0.1043 0.0065
H -2.55105 -0.24488 6.20514 0.0878 0.0461 -0.0976
H -2.01716 0.88991 4.96668 -0.0900 -0.1614 0.0352
H -0.78100 -1.78171 5.76212 0.0876 0.1590 -0.1186
H -0.01004 -0.18767 5.70369 -0.0540 -0.1475 -0.1485
H 0.64660 -1.41571 3.69423 -0.1466 0.1638 0.1183

---

80
Properties=species:S:1:pos:R:3:forces:R:3 method="wB97M-V/def2-TZVPD" lumo_energy_ha=-0.1814 charge=+1 homo_lumo_gap_ev=6.44
C 3.54638 -9.39874 1.78916 0.4613 -0.3559 -0.6280
C 3.97069 -8.56469 0.56078 -1.2780 -0.0285 0.9500
O 5.25683 -8.00484 0.74889 -0.3149 -0.3762 -0.7677
C 6.05160 -7.96156 -0.41973 1.5155 0.1706 0.2408
C 6.53054 -6.51696 -0.74320 -0.1271 -0.3908 0.0193
O 6.46210 -6.22608 -2.15250 -0.4343 0.1945 -0.0789
C 5.85756 -4.98234 -2.40825 -0.0344 0.2404 0.4473
C 4.31407 -5.07671 -2.33780 2.7293 -0.8355 -0.2807
C 3.75814 -6.37799 -2.43130 -2.2835 0.7059 0.1832
C 2.36420 -6.41121 -2.31888 2.1157 0.3408 -0.0826
C 1.76951 -5.16264 -2.16395 -2.7102 -0.6415 0.1387
N 2.38694 -4.00512 -2.12880 0.3920 -0.8917 -0.0993
N 3.70187 -3.93434 -2.20154 -0.4632 0.4667 0.0522
H 3.95708 -10.41042 1.66450 0.0039 0.2517 0.3029
H 3.93152 -8.97136 2.71902 -0.2112 0.0210 -0.1790
H 2.45625 -9.51358 1.82056 0.2240 0.2057 0.0867
H 3.22158 -7.75640 0.44998 0.2904 -0.0279 -0.1668
H 3.88213 -9.22463 -0.31572 0.3960 0.2920 -0.0096
H 5.61752 -8.45812 -1.29770 -0.2100 0.2543 0.2207
H 6.97221 -8.52340 -0.18962 -0.3422 -0.0571 -0.1313
H 5.92330 -5.80265 -0.16786 0.1165 -0.1921 -0.0709
H 7.58196 -6.41932 -0.44599 -0.2691 0.1543 0.0076
H 6.15546 -4.59287 -3.39122 -0.0562 -0.3528 0.1319
H 6.20800 -4.25435 -1.65933 -0.2940 0.0449 -0.2833
H 4.33998 -7.27945 -2.57660 0.2258 0.3665 0.0374
H 1.81154 -7.34457 -2.33930 -0.1797 0.3546 -0.0013
H 0.68196 -5.13136 -2.06582 0.3007 0.2818 -0.0359
H 1.85125 -3.13666 -2.03965 0.3320 0.1221 -0.0265
O 0.77136 -0.51021 -2.21294 -3.1085 -1.1048 -2.3424
P 0.03400 0.74150 -1.83858 5.0223 3.5743 4.5749
O 1.08300 1.87391 -2.40441 -0.7274 -0.4322 -0.3774
C 1.13753 2.09965 -3.81737 0.0390 0.1345 -0.3046
C -0.12572 2.75097 -4.34969 -0.1232 -0.0926 0.0867
O 0.41840 0.69296 -0.24090 -0.5704 -0.1181 -0.1201
C 0.93532 -0.49906 0.34328 0.0744 -0.0882 0.2412
C 2.44100 -0.60803 0.23256 0.2282 0.2103 -0.0455
O -1.16088 1.81996 -1.58382 -0.4518 -2.2991 -2.0967
C -1.34096 2.59662 -0.38004 -0.7180 0.3492 0.9814
C -0.24043 3.58250 -0.08751 0.6110 -0.0176 -0.3953
H 1.32899 1.15332 -4.33258 0.0394 -0.0023 0.0423
H 1.99087 2.75264 -3.99845 0.0406 -0.0449 0.1781
H -0.98642 2.08295 -4.25223 0.0082 0.0289 -0.0556
H -0.01343 3.00229 -5.40486 0.0486 -0.0231 0.0134
H -0.35825 3.65803 -3.79237 0.0424 0.0169 -0.0236
H 0.46221 -1.37769 -0.09635 -0.0626 0.0629 -0.0462
H 0.63837 -0.47710 1.39361 -0.0037 0.1240 -0.0191
H 2.78419 -0.43861 -0.78872 -0.1162 -0.1111 -0.0417
H 2.76474 -1.60038 0.55869 0.0431 0.0451 0.0587
H 2.93856 0.13892 0.85236 -0.0378 -0.0608 0.0694
H -1.51761 1.93891 0.46778 0.1223 -0.1272 -0.0991
H -2.26881 3.15225 -0.52695 -0.0351 -0.2284 -0.2799
H 0.72413 3.09904 0.05363 -0.0325 -0.0669 0.0590
H -0.47047 4.13438 0.82443 -0.1746 -0.0654 -0.0196
H -0.11790 4.29657 -0.90397 -0.1084 0.0354 0.0253
O -4.02293 4.03612 1.43315 1.3887 -2.3715 3.0939
P -4.43482 4.98205 2.52004 -3.3126 5.4495 -4.2494
O -6.06453 5.00483 2.27881 0.4932 -0.4297 0.6080
C -6.82452 3.87310 2.70888 -0.2043 -0.2003 0.0715
C -6.87373 3.74693 4.22112 0.1526 0.0309 0.0432
O -3.95810 6.35348 1.74651 0.4368 -0.0831 0.6841
C -3.08378 6.27097 0.61769 -0.0774 0.1652 -0.3952
C -3.87000 6.11649 -0.67050 -0.1510 0.0679 -0.0794
O -4.53797 5.76023 3.95849 1.1567 -2.8086 0.0510
C -4.55584 7.18792 4.12629 0.3486 0.8862 0.2725
C -5.76680 7.87162 3.53290 -0.3045 -0.2929 -0.2376
H -6.41308 2.96377 2.26012 -0.0021 0.0324 -0.0429
H -7.83385 4.00596 2.31966 0.0786 0.1261 -0.0972
H -5.88295 3.53350 4.63237 -0.0445 -0.0350 0.0167
H -7.54224 2.93780 4.51804 -0.0025 -0.0002 -0.0541
H -7.21752 4.67549 4.67642 -0.0443 -0.0140 -0.0213
H -2.35602 5.47384 0.75282 -0.1357 -0.0958 -0.0214
H -2.51244 7.20107 0.57451 -0.1539 0.0924 0.2310
H -4.60929 5.31868 -0.60514 0.1508 -0.1082 0.0759
H -3.20114 5.90709 -1.50812 0.0053 0.0331 0.0088
H -4.41792 7.03489 -0.88911 0.0706 0.0154 -0.0145
H -3.62740 7.62246 3.76054 -0.0374 -0.1345 -0.1990
H -4.56090 7.35287 5.20581 0.0004 -0.3531 0.0082
H -5.84588 7.73230 2.45740 0.1409 -0.0140 -0.0094
H -5.71545 8.94413 3.72650 0.0789 -0.0391 0.1339
H -6.68483 7.47848 3.97209 0.0236 0.0639 0.0823

---

86
Properties=species:S:1:pos:R:3:forces:R:3 method="wB97M-V/def2-TZVPD" lumo_energy_ha=-0.3050 charge=+2 homo_lumo_gap_ev=6.02
Zr -2.15317 1.77338 0.95191 6.0223 -6.4232 -1.5639
O -1.28818 -0.11642 1.50594 -1.1595 4.2326 -1.2437
C -0.27856 -0.58420 0.62479 -0.6443 -0.2760 -1.1405
C 0.02606 0.36215 -0.56785 0.7091 0.8521 0.8155
O -0.90291 1.44328 -0.76501 -3.5383 -0.0384 3.7923
H -0.64811 -1.51887 0.18852 -0.0283 -0.0901 0.1879
H 0.66699 -0.83015 1.11224 -0.1740 0.1751 0.4693
H 0.15686 -0.27487 -1.44494 -0.4090 0.3075 -0.2437
H 0.94739 0.93752 -0.42391 0.1228 -0.8241 0.4241
C -1.88241 -4.63648 0.49719 -0.2576 -0.1619 0.9681
N -0.55792 -4.47817 1.15926 0.4989 0.2386 -0.5984
O 0.41145 -4.89201 0.55725 -0.1174 -0.0046 0.2318
O -0.51778 -3.87957 2.21485 -0.1841 0.0695 0.1116
H -2.54039 -5.04222 1.26516 -0.0253 -0.1335 -0.1701
H -1.77037 -5.29559 -0.34884 -0.0256 0.0618 -0.1810
H -2.24310 -3.63616 0.27559 0.1100 0.0129 -0.2778
C 3.69348 -0.96473 0.92826 -1.1119 -0.1091 -0.9115
N 4.00972 -0.03397 -0.19519 1.0259 -0.0822 1.1975
O 5.00439 -0.26865 -0.80320 1.0565 -0.5900 -0.9776
O 3.33381 0.94774 -0.36536 -1.3536 0.8219 0.1244
H 3.11365 -1.75452 0.44260 0.1397 -0.1925 0.2075
H 3.02858 -0.42320 1.59153 0.3174 -0.0508 0.3619
H 4.61643 -1.36419 1.31924 0.0523 0.1161 0.2298
C 1.55147 1.75086 -2.55877 -0.2794 1.1398 -0.1876
N 1.71896 1.70729 -4.02493 0.5119 -0.2773 -0.8220
O 0.70837 1.56382 -4.70022 0.4100 0.1354 0.4578
O 2.85590 1.75899 -4.45901 -0.7082 0.0814 0.2242
H 1.49292 0.73024 -2.21168 0.3202 0.2684 -0.4399
H 0.65252 2.33528 -2.36248 -0.2499 -0.5022 -0.1497
H 2.35257 2.31377 -2.10166 0.5478 -0.3513 -0.1812
O 0.37595 2.75065 1.54174 -1.5601 -0.3844 -0.3404
C 1.29739 3.54026 1.69485 0.6137 0.3513 0.5194
O 1.63155 4.48086 0.85936 -0.3075 0.4487 0.2019
C 0.75823 4.80395 -0.24281 0.1552 -0.0416 -0.8130
C 1.62032 5.51900 -1.26694 -0.0228 -0.1226 0.2079
C 2.16540 3.52306 2.91933 0.1012 -0.1627 -0.4913
H -0.04962 5.46384 0.08364 0.0688 -0.1109 0.3645
H 0.34300 3.86334 -0.60939 -0.0199 0.1122 -0.1698
H 1.03477 5.86709 -2.11581 -0.0652 -0.1371 -0.0140
H 2.40867 4.85110 -1.60679 0.0334 0.0375 -0.1485
H 2.08497 6.39060 -0.80895 0.0095 0.0082 0.0153
H 1.68354 4.10281 3.70671 -0.1144 -0.1073 0.0464
H 3.12424 3.99132 2.71227 0.0297 -0.0981 0.0125
H 2.27979 2.48313 3.20876 0.1137 0.0380 0.3056
O -3.59151 0.32529 -0.27411 0.8648 0.7364 0.5655
C -4.57303 -0.29559 -0.73621 -1.7954 1.4483 -0.5373
O -4.67301 -0.76344 -1.94419 0.7458 -0.0098 0.7604
C -3.53033 -0.78946 -2.83389 0.9226 0.2196 -1.2430
C -2.73607 -2.07058 -2.69552 -0.1289 0.1614 -0.2749
C -5.89625 -0.29081 -0.00742 0.8711 -0.8618 0.6012
H -2.90322 0.10310 -2.76597 -0.0626 -0.0342 0.8645
H -3.90270 -0.67220 -3.85157 -0.6152 -0.4132 0.2045
H -1.96379 -2.07937 -3.46546 0.1301 0.2065 0.1315
H -3.33779 -2.95059 -2.91969 -0.1758 0.0220 0.3338
H -2.27074 -2.13141 -1.71183 0.0432 -0.1819 0.0104
H -6.11636 0.72960 0.29393 -0.1365 0.0449 -0.0787
H -5.74768 -0.88535 0.90322 -0.1211 0.1764 0.0157
H -6.70190 -0.75495 -0.56069 0.0055 0.1592 -0.2571
O 2.01583 -1.17491 -3.49596 -0.2398 0.3562 0.5733
C 2.64009 -2.11453 -3.06451 0.7839 0.0039 -1.1195
O 2.05821 -3.19586 -2.55350 0.1088 -0.1778 0.6108
C 0.64819 -3.14521 -2.37975 -0.6568 0.2010 0.0119
C 0.12581 -4.52162 -2.64493 -0.2482 -1.3199 -0.6687
C 4.13704 -2.24312 -3.21965 -0.1281 0.0985 -0.0140
H 0.19557 -2.42389 -3.06276 0.2869 -0.0944 -0.1674
H 0.42950 -2.75459 -1.37835 0.1130 -0.3077 0.1720
H -0.95849 -4.65927 -2.61403 -0.0386 0.5436 0.1955
H 0.53414 -5.32163 -2.02843 0.2132 0.3644 0.3223
H 0.39075 -4.81560 -3.66590 0.0571 0.2193 0.0047
H 4.67187 -2.44439 -2.29259 -0.1976 0.0922 0.1138
H 4.47330 -1.31122 -3.66411 0.1842 -0.0238 0.0704
H 4.38567 -3.06849 -3.88704 -0.2168 -0.0243 -0.0674
O -1.65876 2.06618 3.18729 -1.7023 -0.3578 -2.4787
C -1.52672 2.16094 4.41236 0.8789 1.8866 0.7859
O -0.57956 1.57317 5.04878 -0.2470 -0.4937 0.1570
C 0.15489 0.51933 4.39621 1.2539 -0.9789 -0.7617
C -0.45580 -0.84902 4.63897 -0.1673 -0.1367 -0.9151
C -2.27628 3.16755 5.23163 -0.4462 -0.6431 -0.4025
H 1.18248 0.54182 4.76362 -0.3193 0.3659 0.5624
H 0.26140 0.72035 3.32487 -0.4094 0.1679 0.1800
H 0.31245 -1.61422 4.51183 0.1319 0.1073 0.4332
H -1.14542 -1.10788 3.82838 -0.3143 0.2631 0.3345
H -0.93971 -0.93033 5.60692 0.1208 -0.0862 0.1065
H -3.33366 2.91403 5.10714 -0.0173 0.0552 0.4573
H -2.18065 4.17398 4.82754 0.3074 -0.0455 -0.1175
H -1.93459 3.12287 6.25814 -0.2522 0.0542 0.1130

---

Record order is preserved below.
F_max: 2.743; 7.677; 8.943 eV/A